Record 1
Computed, not measured: a structure of composition C5H9ClN3O2 in a non-equilibrium geometry, with wB97M-V/def2-TZVPD.

Structure (XYZ):
```
20
Properties=species:S:1:pos:R:3:nbo_charge:R:1
C -1.256 -0.070 -2.012 0.424
C -1.233 0.020 0.424 0.642
C 0.887 -0.626 -1.154 0.578
C -1.328 0.490 2.768 -0.248
C 2.760 0.212 0.013 -0.276
N -0.009 -0.249 0.536 -0.527
N -1.827 0.254 -0.852 -0.563
N -0.057 -0.522 -2.204 -0.558
O -1.903 0.461 1.440 -0.482
O 1.934 0.181 -1.160 -0.491
Cl 1.179 -2.390 -1.054 0.006
H -1.805 0.045 -2.988 0.256
H -1.185 1.584 3.022 0.210
H -0.392 -0.050 2.650 0.227
H -2.038 0.102 3.411 0.211
H 2.155 -0.174 0.828 0.225
H 3.014 1.183 0.386 0.222
H 3.634 -0.414 -0.066 0.212
H -2.801 0.704 -0.841 0.472
H 0.271 -0.742 -3.146 0.462
```

Results
HOMO-LUMO gap	9.60	eV
HOMO level	-13.8	eV
max |F|	0.09471	Eh/bohr
total charge	+1
relative energy (zero: lowest compared OMol25 entry of this formula, charge and spin)	1.767	eV
E	-970.522598	Eh


Record 2
Computed, not measured: an isolated molecule of C22H29N5O2 in a non-equilibrium geometry, with wB97M-V/def2-TZVPD.

Structure (XYZ):
```
58
Properties=species:S:1:pos:R:3:nbo_charge:R:1
C -4.131 -2.219 -1.989 -0.608
H -5.160 -2.529 -2.159 0.198
H -3.895 -1.402 -2.665 0.214
H -3.472 -3.050 -2.217 0.201
C -3.950 -1.751 -0.540 -0.030
N -2.596 -1.227 -0.361 -0.477
C -2.537 0.210 -0.217 -0.205
H -1.519 0.537 -0.439 0.197
H -3.180 0.642 -0.988 0.206
C -2.961 0.766 1.155 -0.431
H -3.947 0.380 1.419 0.204
H -2.253 0.443 1.921 0.195
C -3.020 2.294 1.141 -0.224
N -1.718 2.872 0.900 -0.632
C -1.376 3.421 -0.275 0.665
O -2.138 3.629 -1.194 -0.619
C 0.118 3.803 -0.345 -0.312
N 0.971 2.631 -0.407 -0.200
N 1.368 2.301 -1.633 -0.204
C 2.130 1.274 -1.827 0.021
C 2.580 0.482 -0.748 -0.118
C 2.169 0.857 0.533 0.092
N 2.689 0.003 1.457 -0.502
C 3.441 -0.939 0.808 0.154
C 4.160 -2.011 1.321 -0.245
C 4.836 -2.813 0.427 -0.188
C 4.804 -2.564 -0.947 -0.236
C 4.094 -1.503 -1.466 -0.181
C 3.401 -0.677 -0.585 -0.034
H 4.071 -1.312 -2.528 0.216
H 5.349 -3.218 -1.610 0.217
H 5.404 -3.655 0.795 0.218
H 4.186 -2.205 2.383 0.219
H 2.529 0.069 2.448 0.433
C 1.294 1.969 0.762 0.589
O 0.847 2.322 1.855 -0.680
H 2.398 1.075 -2.852 0.210
H 0.387 4.384 0.541 0.233
H 0.284 4.376 -1.257 0.251
H -0.985 2.696 1.582 0.432
H -3.397 2.663 2.100 0.196
H -3.677 2.641 0.340 0.227
C -1.732 -2.005 0.512 -0.039
C -0.275 -1.565 0.358 -0.611
H -0.106 -0.599 0.826 0.200
H -0.015 -1.497 -0.696 0.215
H 0.383 -2.290 0.832 0.210
C -1.868 -3.478 0.117 -0.395
C -3.278 -4.009 0.398 -0.408
C -4.284 -2.860 0.462 -0.412
H -5.292 -3.228 0.267 0.214
H -4.283 -2.429 1.466 0.201
H -3.567 -4.716 -0.380 0.204
H -3.296 -4.547 1.348 0.205
H -1.635 -3.553 -0.945 0.204
H -1.130 -4.069 0.661 0.205
H -2.006 -1.903 1.580 0.157
H -4.669 -0.937 -0.374 0.187
```

Results
HOMO-LUMO gap	8.02	eV
HOMO level	-7.9	eV
max |F|	0.02069	Eh/bohr
relative energy (zero: lowest compared OMol25 entry of this formula, charge and spin)	0.938	eV
E	-1280.034586	Eh


Record 3
Computed, not measured: a structure of composition C22H22CdN3O6S, with wB97M-V/def2-TZVPD.

Structure (XYZ):
```
55
Properties=species:S:1:pos:R:3:nbo_charge:R:1
Cd 0.900 0.393 -1.688 1.663
N 3.313 0.466 -1.370 -0.917
C 4.109 -0.713 -1.040 -0.208
C 3.750 -1.878 -1.971 -0.518
C 2.215 -2.026 -1.971 0.771
O 1.706 -2.734 -1.097 -0.717
O 1.603 -1.327 -2.857 -0.884
H 3.539 0.830 -2.288 0.393
H 3.409 1.244 -0.724 0.413
H 3.876 -1.003 -0.013 0.192
H 5.189 -0.521 -1.098 0.162
H 4.211 -2.797 -1.609 0.210
H 4.091 -1.669 -2.986 0.200
O 2.073 2.947 -0.450 -0.768
C 1.360 2.978 -1.480 0.727
O 1.597 2.359 -2.566 -0.822
C 0.085 3.783 -1.440 -0.108
C 0.148 5.138 -1.145 -0.197
C -0.996 5.922 -1.105 -0.273
C -2.226 5.318 -1.327 -0.220
C -2.304 3.964 -1.601 -0.250
C -1.155 3.164 -1.692 -0.137
S -1.364 1.465 -2.061 -0.529
H 1.119 5.578 -0.946 0.206
H -0.935 6.983 -0.895 0.193
H -3.135 5.910 -1.284 0.192
H -3.268 3.497 -1.763 0.206
O -0.588 -1.808 5.285 -0.717
C 0.171 -0.639 5.029 -0.083
C 0.333 -0.436 3.548 -0.004
C 1.263 0.473 3.063 -0.260
C 1.361 0.653 1.694 0.061
N 0.610 -0.007 0.821 -0.468
C -0.296 -0.878 1.274 0.163
C -0.454 -1.118 2.637 -0.199
C -1.136 -1.558 0.254 0.266
C -2.214 -2.375 0.578 -0.248
C -2.961 -2.945 -0.443 -0.027
C -4.112 -3.860 -0.119 -0.081
O -3.715 -4.981 0.666 -0.717
C -2.598 -2.681 -1.755 -0.246
C -1.510 -1.853 -1.988 0.090
N -0.811 -1.309 -1.008 -0.462
H -0.705 -1.894 6.233 0.471
H 1.164 -0.706 5.487 0.171
H -0.331 0.243 5.446 0.175
H 1.899 1.038 3.734 0.211
H 2.050 1.377 1.272 0.236
H -1.172 -1.835 3.006 0.223
H -2.484 -2.587 1.604 0.215
H -4.590 -4.191 -1.048 0.162
H -4.860 -3.336 0.478 0.186
H -2.898 -5.329 0.294 0.470
H -3.151 -3.114 -2.580 0.210
H -1.175 -1.619 -2.992 0.220
```

Results
HOMO-LUMO gap	6.02	eV
HOMO level	-3.9	eV
max |F|	0.01200	Eh/bohr
total charge	-1
relative energy (zero: lowest compared OMol25 entry of this formula, charge and spin)	0.327	eV
E	-2033.349316	Eh


Record 4
Computed, not measured: a structure of composition C38H45Cl4FN4O2SbSeTi in a non-equilibrium geometry, with wB97M-V/def2-TZVPD.

Structure (XYZ):
```
97
Properties=species:S:1:pos:R:3:lowdin_charge:R:1
Ti -0.099 0.476 0.578 1.097
C -1.408 -1.998 2.852 -0.083
C -1.362 -1.331 4.217 -0.350
C -0.156 -1.841 5.012 -0.050
C -1.496 0.190 4.284 -0.118
C -2.466 0.634 5.176 -0.052
C -2.614 1.973 5.485 -0.084
C -1.747 2.876 4.915 -0.059
C -0.761 2.501 3.997 -0.106
C 0.090 3.702 3.557 -0.345
C -0.705 4.604 2.607 -0.047
C 1.504 3.495 3.030 -0.055
C -0.677 1.142 3.632 -0.154
N 0.220 0.690 2.608 -0.019
C 1.495 0.351 3.018 -0.270
C 2.049 0.550 4.293 -0.051
C 3.357 0.193 4.579 -0.089
C 4.180 -0.382 3.619 -0.098
C 3.657 -0.625 2.354 -0.013
C 2.355 -0.273 2.120 -0.199
F 1.802 -0.597 0.882 -0.060
H -1.506 -3.077 2.993 0.067
H -0.486 -1.833 2.292 0.019
H -2.240 -1.648 2.244 0.075
H -2.249 -1.687 4.751 0.117
H 0.780 -1.635 4.498 0.059
H -0.232 -2.924 5.139 0.078
H -0.106 -1.383 6.001 0.083
H -3.110 -0.097 5.651 0.105
H -3.377 2.299 6.179 0.097
H -1.819 3.924 5.182 0.110
H 0.206 4.268 4.490 0.124
H -0.936 4.094 1.674 0.046
H -0.126 5.498 2.369 0.083
H -1.652 4.916 3.049 0.075
H 1.536 2.925 2.106 0.041
H 2.147 3.002 3.756 0.067
H 1.936 4.477 2.826 0.085
H 1.428 1.001 5.056 0.123
H 3.740 0.376 5.575 0.101
H 5.204 -0.643 3.844 0.094
H 4.229 -1.094 1.566 0.121
Cl -5.533 0.630 -3.025 0.647
C -3.874 0.466 -2.576 -0.707
C -2.863 0.643 -3.512 -0.698
Cl -3.258 1.031 -5.148 0.654
C -1.523 0.507 -3.141 -0.603
Cl -0.243 0.754 -4.273 0.715
C -1.178 0.182 -1.836 -0.409
O 0.050 0.040 -1.374 -0.213
C -2.216 0.027 -0.892 -0.396
O -1.804 -0.207 0.372 -0.216
C -3.538 0.164 -1.254 -0.630
Cl -4.743 -0.030 -0.030 0.706
Se 2.849 2.714 -0.823 0.941
N 1.815 4.051 -1.530 -0.283
C 0.568 3.871 -1.133 -0.421
C -0.608 4.582 -1.434 -0.060
C -1.830 4.105 -0.929 -0.112
C -1.959 2.994 -0.141 -0.169
N -0.821 2.286 0.203 -0.034
C 0.371 2.728 -0.254 -0.483
N 1.407 1.973 0.054 -0.348
H -0.569 5.449 -2.078 0.087
H -2.738 4.645 -1.169 0.099
H -2.897 2.634 0.251 0.105
C 0.053 -2.983 -3.417 -0.153
C 0.843 -3.766 -2.372 -0.582
C 2.333 -3.486 -2.509 -0.153
Sb 0.081 -3.278 -0.400 1.583
C 1.415 -4.634 0.666 -0.582
C 1.309 -4.427 2.173 -0.166
C 1.358 -6.112 0.303 -0.146
C -1.768 -4.406 -0.672 -0.557
C -2.223 -5.236 0.522 -0.145
C -2.854 -3.394 -1.042 -0.164
H 0.382 -3.244 -4.429 0.077
H 0.198 -1.909 -3.289 0.039
H -1.018 -3.181 -3.363 0.058
H 0.656 -4.838 -2.500 0.070
H 2.565 -2.450 -2.250 0.077
H 2.655 -3.637 -3.544 0.073
H 2.941 -4.137 -1.879 0.055
H 2.386 -4.246 0.338 0.064
H 0.339 -4.762 2.550 0.063
H 1.424 -3.378 2.457 0.048
H 2.079 -4.998 2.703 0.074
H 0.498 -6.595 0.765 0.054
H 2.249 -6.633 0.669 0.072
H 1.299 -6.280 -0.773 0.058
H -1.578 -5.062 -1.526 0.078
H -2.223 -4.651 1.444 0.054
H -1.604 -6.116 0.681 0.050
H -3.251 -5.580 0.367 0.072
H -3.065 -2.724 -0.205 0.058
H -3.786 -3.908 -1.298 0.079
H -2.579 -2.764 -1.890 0.053
```

Results
HOMO-LUMO gap (spin up / spin down)	5.15 / 5.14	eV
HOMO level (spin up / spin down)	-2.9 / -2.9	eV
max |F|	0.03422	Eh/bohr
total charge	-1
relative energy (zero: lowest compared OMol25 entry of this formula, charge and spin)	0.000	eV
E	-7276.435371	Eh